No. 1
Molecular formula: C59H48ClN2NiP3Si
Method: DFT, the ωB97M-V functional and the def2-TZVPD basis

Geometry as XYZ:
```
115
Properties=species:S:1:pos:R:3:forces:R:3
C -4.5698 0.7865 -2.8328 0.02 0.04 -0.05
Ni 0.4069 -1.0569 -0.2413 0.17 0.00 0.61
C 3.6127 -2.4657 0.9671 0.13 -0.01 -0.05
C -2.8640 -1.9375 0.5463 0.07 0.01 -0.12
C -1.0764 2.8840 2.0370 0.06 -0.08 0.03
H -1.1422 -2.5832 -1.9104 0.06 0.00 -0.06
C -4.2873 -2.7365 2.7864 0.00 0.03 -0.04
C -0.6629 1.5888 1.6985 -0.15 0.09 0.05
H 5.5254 -5.2884 2.8141 0.00 0.00 0.00
C -5.4371 3.3764 1.4634 0.05 -0.03 -0.05
C 0.9509 4.4861 -2.1973 -0.01 -0.07 0.04
C 3.6205 -4.3666 2.4569 0.03 0.00 -0.06
H 2.4109 -3.5450 6.0779 0.00 0.00 0.00
Cl 0.2002 -3.3758 -0.4558 0.08 0.20 0.24
H -6.1702 3.8291 2.1194 0.00 0.00 -0.01
H -0.4124 5.2952 -3.6465 -0.01 -0.01 0.00
C -5.2303 0.4680 -4.0100 0.05 0.01 -0.02
C -1.0124 0.5371 2.5382 0.07 -0.08 0.13
C -3.5354 2.2209 -0.2275 0.03 -0.02 -0.09
H -2.6517 0.7918 -6.1772 0.00 0.00 0.01
C 5.0472 -0.6478 -3.8093 -0.03 -0.05 0.01
C -2.2536 -1.8796 1.7957 0.08 -0.06 0.11
Si 0.4862 1.1437 0.2705 0.05 -0.43 0.22
H -0.6984 -3.8300 3.1519 -0.01 0.02 0.00
C 4.9925 -2.6199 0.8002 -0.01 -0.02 0.01
C 2.0379 -1.7681 4.9339 -0.04 -0.02 -0.02
C -5.0715 2.0491 1.6353 0.04 0.07 -0.03
H -4.8369 -3.0462 3.6662 0.01 -0.01 0.00
H -2.0986 4.1190 3.4586 0.00 0.00 0.00
C 1.1626 3.4834 -1.2587 0.00 -0.05 -0.10
H -1.7743 -2.7061 -3.4875 0.00 -0.01 0.01
H -2.6194 2.2394 4.9852 0.01 0.00 -0.01
H 6.7468 -3.7299 1.3251 0.00 -0.01 -0.01
H 1.7371 3.3828 1.8531 0.02 -0.01 -0.02
C 0.2540 -1.9098 3.3141 0.13 0.00 -0.19
C 4.5621 1.6765 2.5786 -0.05 0.05 -0.02
C -4.1733 -2.3789 0.4153 0.00 -0.06 0.07
H -6.2839 0.2194 -3.9840 0.00 0.00 0.00
C 1.2751 0.2556 -2.8329 0.08 -0.05 -0.03
H 5.6291 1.2911 -3.1000 0.00 0.00 0.01
H 1.4536 -0.1525 3.6547 0.00 0.00 0.00
H -0.7978 -1.6762 -5.3309 -0.01 0.02 0.01
C 3.6817 -1.9468 -2.3099 -0.07 0.05 -0.01
H -4.6284 -2.4100 -0.5666 -0.01 0.01 -0.01
C 4.3443 -1.8132 -3.5193 0.03 0.00 0.02
H 3.1144 -2.8471 -2.0950 0.00 0.00 0.00
C -3.2123 1.1155 -2.8442 -0.12 0.00 0.06
H 5.4725 1.7703 3.1575 -0.01 -0.01 0.00
C 0.0472 -3.2391 3.6701 -0.05 -0.09 0.02
H 3.0738 -5.0538 3.0903 0.01 0.01 -0.02
C -0.2421 4.5259 -2.9032 -0.01 -0.04 0.05
H 4.3099 -2.6189 -4.2419 0.00 0.00 0.00
C -0.3677 -1.2860 -3.2591 -0.25 -0.23 0.12
C -1.6974 0.7683 3.7326 -0.01 -0.01 -0.05
C -1.0272 2.5750 -1.6989 -0.13 0.15 0.15
C 1.8085 -3.0871 5.3037 -0.02 0.02 -0.01
C 3.7134 -0.9135 -1.3709 0.03 0.04 0.02
H 2.1117 3.4441 -0.7360 0.00 0.01 0.01
C -4.5451 0.4698 -5.2194 -0.04 -0.01 0.04
H -2.3206 -1.6110 -0.3333 0.01 -0.02 0.08
H 0.8847 -0.0526 -6.1553 0.00 0.00 0.01
H 2.8229 -1.1950 5.4107 0.00 -0.01 0.00
H -0.8458 3.7147 1.3771 -0.01 -0.02 -0.01
H 3.8171 3.6170 3.1292 0.00 0.00 -0.01
C 4.9916 -4.4990 2.2996 -0.01 0.04 -0.02
C -2.9826 -2.2836 2.9143 0.05 0.02 0.08
H -1.4766 1.3424 -4.0898 -0.02 0.00 -0.02
C 5.6780 -3.6255 1.4635 -0.06 0.00 0.03
H 0.6399 -4.8526 4.9491 0.00 -0.01 0.00
C 4.4147 0.2500 -1.6694 0.11 -0.02 0.02
H -2.1443 3.6025 -3.2190 0.00 0.03 0.05
C 2.4674 2.5801 1.8272 -0.06 -0.07 -0.06
P -0.5806 -1.1258 1.9022 -0.54 0.24 -0.99
C -3.1960 0.7891 -5.2402 0.03 0.03 0.08
C 1.4929 0.5179 -4.1633 -0.07 -0.01 0.01
P 2.7001 -1.1076 0.1436 0.21 0.11 -0.02
C 2.9346 -3.3603 1.7877 -0.16 0.00 0.00
H -3.4692 4.1525 -1.1802 0.01 -0.06 0.01
C -2.0768 2.0565 4.0659 0.01 0.04 -0.08
C 4.3154 0.5194 1.8608 -0.05 -0.04 -0.04
H -5.0617 0.2242 -6.1385 0.00 0.00 0.00
N 0.3788 -0.6278 -2.3599 -0.08 0.04 0.30
H 1.7195 5.2261 -2.3849 0.00 -0.01 0.01
H 2.2401 1.2400 -4.4573 0.00 0.00 0.01
C -1.7787 3.1151 3.2073 -0.02 -0.07 0.00
H -1.9443 -0.0527 4.3952 0.01 0.00 -0.01
C 3.1405 0.3842 1.1161 -0.06 0.02 0.06
H 4.4454 1.0593 -0.9494 0.00 0.02 -0.02
H -5.1348 5.1632 0.3083 0.00 0.00 0.01
C 3.6344 2.7142 2.5592 0.03 -0.04 0.00
H 5.5651 -0.5463 -4.7547 -0.01 -0.01 0.00
C -2.5338 1.1068 -4.0607 0.00 -0.08 -0.07
C -0.1907 -1.1014 -4.6435 0.07 -0.02 -0.04
P -2.3135 1.3215 -1.2645 0.27 -0.02 -0.07
C -4.8541 4.1265 0.4469 -0.01 -0.04 0.03
H -5.9049 -3.1403 1.4335 0.00 0.01 0.00
C 0.1929 2.5109 -0.9988 -0.03 0.03 -0.19
H 5.5354 -1.9554 0.1385 -0.01 0.00 -0.01
C -1.2219 3.5755 -2.6501 -0.06 0.04 0.01
C 5.0826 0.3817 -2.8822 -0.04 -0.01 0.01
C 0.8146 -3.8211 4.6713 -0.01 0.08 -0.01
H -3.8172 0.4457 0.9514 -0.05 0.17 -0.02
H -2.5352 -2.2452 3.9003 0.02 -0.02 -0.02
C 2.1904 1.4153 1.0946 0.12 0.13 0.05
C 1.2653 -1.1818 3.9436 -0.03 0.02 0.05
H -5.1159 0.7869 -1.8967 0.00 -0.01 0.01
C -4.1201 1.4799 0.7976 0.04 -0.13 0.08
H -5.5102 1.4576 2.4289 -0.01 0.00 0.00
C 0.7402 -0.2011 -5.0919 -0.01 0.00 -0.04
H 1.8709 0.7607 -2.0903 -0.04 0.08 0.00
C -3.9147 3.5507 -0.3956 0.03 0.09 -0.02
H 5.0353 -0.2879 1.8924 0.00 -0.03 -0.01
N -1.3461 -2.1160 -2.7938 -0.05 0.14 -0.14
C -4.8869 -2.7854 1.5341 0.04 0.03 -0.03
H 1.8572 -3.2893 1.8822 0.16 -0.01 -0.05
```
Positions in Å, forces in eV/Å.

## Properties
Total charge   0
Highest occupied orbital energy (spin up / spin down)   -6.907 / -7.015 eV
Energy above the lowest of the compared OMol25 structures with the same formula, charge and spin   0.00 kJ/mol



No. 2
Molecular formula: C59H48F3N8O6Y
Method: DFT, the ωB97M-V functional and the def2-TZVPD basis

Geometry as XYZ:
```
125
Properties=species:S:1:pos:R:3:forces:R:3
F -3.5440 -6.9196 5.8293 -0.14 0.05 0.00
N 2.0494 -0.0406 -1.0740 0.31 0.04 -0.22
H 1.3410 -5.1161 -1.2564 -0.08 0.05 0.01
H -4.0011 -2.1428 2.6994 0.01 -0.01 0.01
O -6.3543 -6.4356 -1.7274 -0.15 -0.12 -0.10
C -3.4392 -3.4936 -1.4125 -0.03 0.08 -0.12
N 4.9015 2.3637 4.0095 -0.08 0.04 -0.08
H -5.9569 4.9421 -3.0682 0.07 -0.03 0.09
H -1.3911 5.0717 -1.5132 0.08 -0.06 -0.02
Y -0.0407 0.0805 -0.0640 0.33 0.21 -0.63
H -6.2390 -7.0405 -3.7151 0.02 0.00 0.01
C -6.5977 7.3254 -0.0021 -0.04 0.02 -0.08
C 3.7799 -4.2828 -2.1766 -0.05 0.04 -0.04
C -1.0670 -2.8458 -1.2155 -0.06 -0.03 -0.01
H -3.3928 -4.0782 0.6532 -0.04 -0.01 -0.07
C 4.2280 -0.7014 -1.3778 0.05 -0.04 0.05
C 4.3112 -3.7463 0.0858 0.01 0.02 -0.01
H -4.2524 3.1336 -3.1209 -0.01 0.05 0.05
C -1.4315 -4.1193 3.6772 -0.04 0.01 -0.02
H 5.8984 -4.9038 0.9709 -0.04 0.02 -0.04
H 7.0981 -6.5813 -2.9404 -0.01 0.02 0.00
C 1.0275 2.8110 -1.4424 -0.04 0.06 0.01
H 1.2761 5.0226 -1.7802 -0.06 -0.07 0.02
C 6.7562 -7.1979 -2.1054 0.08 -0.06 0.04
O 2.1453 -1.3842 2.0543 0.10 -0.19 0.13
C 2.4596 -2.4678 -1.0489 0.00 0.05 -0.01
H -5.6840 7.8710 0.2443 0.03 -0.01 -0.01
H -7.4701 -5.8008 -3.3655 0.00 0.02 0.01
C -1.3609 -2.0618 2.3208 0.02 0.19 0.08
C -0.7321 4.2176 -1.4541 -0.07 0.01 0.04
C 5.2050 4.8258 -0.9924 0.03 0.01 0.12
H 5.8586 5.1865 -0.2048 -0.07 -0.05 -0.06
H -0.3571 -4.2008 3.5788 -0.01 0.00 0.01
C -3.8480 -4.2544 -0.3168 0.04 0.00 0.05
C 0.6853 -4.2587 -1.2206 0.04 -0.04 -0.01
C -3.5187 -4.9684 4.4974 0.05 0.08 0.04
N -0.0715 2.0314 -1.2284 -0.01 0.77 -0.42
C -6.9657 -6.6894 -2.9781 -0.04 -0.06 0.05
H 5.0772 -1.3643 -1.4756 -0.09 0.10 0.00
H 4.9420 -5.8334 -3.0912 -0.06 0.07 0.05
H 2.9161 3.6129 -3.8405 0.03 0.02 0.05
H 5.5679 1.9011 4.5976 0.00 -0.01 0.02
C -3.5429 3.5107 -1.1308 0.02 -0.02 -0.06
H 7.5417 -7.8960 -1.8316 0.02 0.00 0.01
C -2.9223 1.1008 -1.1737 0.04 0.04 -0.09
H 3.3189 -0.1971 2.7954 0.13 -0.08 0.05
H -3.0568 4.1712 0.8512 -0.03 -0.02 -0.06
H -7.3773 8.0376 -0.2540 -0.03 0.00 -0.02
H 2.2389 -1.8954 1.2398 0.02 -0.02 -0.05
H -7.7016 -7.4690 -2.8034 0.00 -0.01 0.01
C -4.6578 5.3267 0.0270 0.02 0.04 0.10
H 5.5742 7.3679 -4.0437 -0.03 -0.01 0.00
C 5.5271 -5.4829 -1.0486 -0.14 0.17 0.04
C 5.3490 5.3635 -2.2691 -0.12 -0.12 -0.01
C -4.2503 -0.7060 -1.3561 -0.01 -0.08 0.03
C -5.4696 5.5466 -1.0781 0.12 -0.12 0.04
H -5.0812 -1.3890 -1.4640 0.08 0.09 0.00
H -3.7101 -3.1711 -3.5086 -0.03 -0.03 0.04
H 4.1309 3.4518 0.2511 0.01 0.04 -0.06
C -5.4060 -5.4659 -1.6914 0.12 0.11 -0.01
N 0.0366 -2.0558 -1.0779 -0.05 -0.10 -0.10
C -4.2882 0.6487 -1.3049 -0.06 0.04 0.07
H 4.1512 -3.1585 0.9841 -0.03 -0.02 -0.05
H 4.7842 -0.1402 3.7375 0.09 -0.07 0.04
C 6.4819 6.8624 -3.7062 0.05 0.04 0.06
C -3.7002 4.3166 -0.0117 0.00 0.03 0.01
H -5.4330 -4.9031 -3.7738 0.04 0.04 0.06
H -6.9134 6.7366 0.8619 0.01 -0.02 0.02
C -2.8619 -1.0963 -1.2411 -0.03 0.00 0.00
C -2.4012 -2.4240 -1.2701 0.00 0.03 -0.01
C 4.1920 0.6434 -1.5396 0.07 0.03 0.03
C 4.2437 3.8631 -0.7481 0.00 -0.02 0.04
H 5.8695 -7.7589 -2.4107 -0.01 0.00 0.02
C -4.8198 -5.2276 -0.4511 0.01 -0.03 0.13
C -4.3691 3.7474 -2.2335 -0.01 -0.02 0.03
H -1.9488 0.9845 2.3923 0.02 -0.16 -0.11
H 1.2261 -1.5333 2.3393 -0.09 0.09 -0.10
C 3.5583 3.9552 -3.0354 0.01 -0.01 0.03
H -5.1562 1.2909 -1.3642 0.09 -0.10 0.01
H -5.2694 -3.8476 3.9775 0.04 0.04 -0.02
H -1.3421 -5.0629 -1.4473 0.10 0.03 0.00
C 2.0399 1.8500 2.0651 -0.03 -0.08 0.05
H -5.1442 -5.8207 0.3969 0.03 0.05 -0.04
C 5.2951 -4.7158 0.0902 0.03 0.00 0.09
C -4.0246 -3.7483 -2.6453 0.01 0.01 0.04
C 2.8720 -1.1261 -1.1101 0.03 0.01 -0.14
C -5.3199 4.7493 -2.2109 -0.03 -0.04 -0.14
C -0.7855 -1.1965 1.6695 -0.78 -1.39 1.72
C -2.1411 -5.0731 4.3903 0.03 -0.01 -0.04
F -5.2500 -6.5697 4.5350 0.04 0.01 0.10
C 2.3606 2.3726 -1.4991 0.05 -0.02 0.01
O -1.7242 1.6086 1.6923 0.16 0.12 -0.17
F -4.9756 -5.3551 6.3053 0.06 -0.16 -0.09
C -2.4995 2.4416 -1.1597 0.02 -0.05 -0.12
C -4.3135 -5.9570 5.2904 -0.01 0.00 0.01
C 4.7696 -5.2600 -2.1896 -0.03 -0.02 -0.12
N 2.9969 2.3833 2.7741 -0.06 0.49 -0.04
C -2.0896 -3.0460 3.0699 0.06 -0.08 -0.07
H 7.2821 7.5913 -3.6214 0.03 0.01 0.02
C 0.6145 4.1899 -1.5915 0.06 0.04 0.01
H -1.6255 -5.9020 4.8571 0.00 0.05 -0.01
H 6.7655 6.1006 -4.4357 0.00 -0.03 -0.01
C -0.6628 -4.2330 -1.3181 -0.06 0.00 0.07
O -6.4228 6.5089 -1.1462 -0.11 0.16 0.08
N -2.0894 0.0209 -1.1184 -0.35 -0.07 -0.28
H 4.6207 5.3213 -4.3000 -0.03 -0.06 0.10
H -4.7557 5.9317 0.9199 0.04 -0.07 -0.08
C -3.4834 -2.9620 3.1820 -0.04 0.01 0.04
C -4.1910 -3.9138 3.8918 0.00 0.03 -0.06
C 2.8180 1.0542 -1.3509 -0.07 0.08 -0.01
C 3.4025 3.4125 -1.7675 -0.03 0.01 -0.04
N 4.0359 0.3471 3.2856 -0.28 0.04 -0.14
O 6.3158 6.3054 -2.4153 0.10 0.12 -0.10
C -1.1591 2.8537 -1.2357 -0.02 0.08 -0.15
C 4.5240 4.9238 -3.2969 -0.04 0.01 -0.10
N 1.1466 1.4765 1.4280 0.68 0.29 0.58
C 3.9468 1.6784 3.3426 -0.06 -0.30 -0.10
C 1.1192 -2.8834 -1.0938 0.02 0.04 0.05
H 5.0106 1.3032 -1.7932 -0.10 -0.09 0.02
C -5.0026 -4.7276 -2.7966 0.02 0.05 -0.09
H -2.5424 1.8118 1.2246 -0.10 -0.10 0.04
C 3.5267 -3.5157 -1.0478 -0.01 -0.02 0.00
H 3.1936 -4.1117 -3.0734 0.02 -0.01 0.05
H 4.7530 3.3505 4.1185 0.03 0.01 0.02
O 6.5049 -6.4149 -0.9530 0.16 -0.19 -0.08
```
Positions in Å, forces in eV/Å.

## Properties
Total charge   0
Highest occupied orbital energy   -6.633 eV
Energy above the lowest of the compared OMol25 structures with the same formula, charge and spin   0.00 kJ/mol



Q: What is the energy above the lowest of the compared OMol25 structures with the same formula, charge and spin in the second record?
A: 0.00 kJ/mol